[1]
{"formula": "C3H5N3", "method": "ωB97M-V with the def2-TZVPD basis set", "species": ["C", "N", "C", "N", "C", "N", "H", "H", "H", "H", "H"], "positions_angstrom": [[1.593, -0.073, -0.017], [0.157, -0.065, 0.027], [-0.646, 1.039, 0.015], [-1.895, 0.646, -0.014], [-1.734, -0.715, -0.030], [-0.537, -1.191, 0.055], [1.913, 0.321, 0.911], [2.008, 0.436, -0.886], [2.005, -1.058, -0.118], [-0.282, 2.070, 0.097], [-2.581, -1.409, -0.040]], "gap_ev": 10.72, "e_lumo_ev": 0.9, "homo_energy_ev": -9.81, "total_energy_ha": -281.5623}

=====

[2]
{"formula": "C47H44BrCuN4O2PSi", "method": "ωB97M-V with the def2-TZVPD basis set", "species": ["Cu", "Br", "C", "C", "C", "C", "C", "C", "N", "N", "C", "C", "C", "C", "O", "C", "N", "C", "C", "C", "C", "H", "H", "H", "H", "H", "H", "H", "H", "H", "C", "C", "C", "C", "C", "O", "C", "N", "C", "C", "C", "C", "C", "C", "P", "C", "C", "C", "C", "C", "C", "C", "C", "C", "C", "C", "C", "H", "H", "H", "H", "H", "H", "H", "H", "H", "H", "H", "H", "H", "H", "H", "H", "H", "H", "H", "H", "H", "H", "H", "H", "C", "Si", "C", "C", "C", "C", "C", "C", "C", "H", "H", "H", "H", "H", "H", "H", "H", "H", "H", "H"], "positions_angstrom": [[13.683, 8.247, 12.197], [7.298, 11.186, 5.629], [6.794, 10.430, 7.286], [6.885, 11.186, 8.469], [6.503, 10.629, 9.664], [6.637, 9.223, 9.774], [6.437, 8.450, 8.622], [6.476, 9.058, 7.383], [6.931, 8.651, 10.989], [7.294, 7.393, 10.976], [8.514, 7.072, 11.497], [9.109, 5.995, 10.821], [10.455, 5.832, 10.735], [11.338, 6.764, 11.421], [12.636, 6.717, 11.346], [10.726, 7.753, 12.313], [11.614, 8.695, 12.844], [11.066, 9.779, 13.418], [9.681, 9.989, 13.604], [8.797, 9.135, 12.995], [9.325, 7.963, 12.304], [7.157, 12.269, 8.384], [6.349, 11.183, 10.578], [6.219, 7.361, 8.787], [6.328, 8.394, 6.485], [8.475, 5.341, 10.229], [10.933, 5.088, 10.099], [11.768, 10.504, 13.813], [9.400, 10.852, 14.153], [7.709, 9.279, 13.075], [16.010, 5.872, 15.791], [14.965, 6.962, 15.693], [14.008, 6.829, 16.914], [15.427, 8.443, 15.530], [14.235, 9.394, 15.413], [14.194, 9.836, 14.098], [15.285, 9.386, 13.428], [16.151, 8.711, 14.256], [15.707, 10.349, 12.310], [16.146, 11.605, 12.763], [16.596, 12.613, 11.866], [16.411, 12.427, 10.500], [15.829, 11.287, 10.022], [15.423, 10.232, 10.927], [14.634, 8.760, 10.253], [15.923, 8.169, 9.137], [16.936, 7.312, 9.528], [17.925, 6.952, 8.608], [17.838, 7.391, 7.266], [16.785, 8.207, 6.885], [15.829, 8.598, 7.808], [13.202, 9.229, 9.264], [12.739, 8.337, 8.218], [11.590, 8.632, 7.529], [10.726, 9.731, 7.842], [11.204, 10.596, 8.831], [12.415, 10.368, 9.544], [15.595, 4.912, 15.632], [16.629, 5.898, 16.694], [16.685, 6.015, 14.969], [14.389, 6.801, 14.761], [14.378, 7.305, 17.820], [13.980, 5.777, 17.220], [13.044, 7.266, 16.701], [16.091, 8.662, 16.393], [14.399, 10.273, 16.115], [13.346, 8.877, 15.795], [16.250, 11.824, 13.822], [17.129, 13.462, 12.254], [16.738, 13.213, 9.801], [15.737, 11.114, 8.953], [16.985, 6.973, 10.543], [18.712, 6.319, 8.960], [18.497, 6.981, 6.517], [16.661, 8.550, 5.849], [14.954, 9.163, 7.479], [13.227, 7.343, 8.138], [11.367, 8.028, 6.648], [9.731, 9.810, 7.373], [10.581, 11.407, 9.162], [12.823, 11.051, 10.255], [18.363, 6.711, 13.417], [17.944, 8.329, 14.251], [18.623, 8.446, 15.997], [19.017, 9.556, 13.391], [19.383, 9.358, 12.043], [20.493, 9.953, 11.495], [21.304, 10.777, 12.320], [20.952, 10.985, 13.657], [19.767, 10.440, 14.147], [19.361, 6.889, 12.905], [17.567, 6.615, 12.632], [18.343, 5.756, 14.003], [19.737, 8.227, 16.114], [18.097, 7.723, 16.639], [18.350, 9.464, 16.320], [18.770, 8.693, 11.478], [20.805, 9.777, 10.495], [22.231, 11.203, 11.924], [21.555, 11.601, 14.278], [19.413, 10.759, 15.140]], "gap_ev": [3.40, 3.53], "charge": -1, "e_lumo_ev": [1.8, 1.8], "homo_energy_ev": [-1.63, -1.72], "total_energy_ha": -7032.1276}

=====

[3]
{"formula": "C6H6NO2P2", "method": "ωB97M-V with the def2-TZVPD basis set", "species": ["C", "C", "C", "C", "C", "C", "N", "O", "O", "P", "P", "H", "H", "H", "H", "H", "H"], "positions_angstrom": [[-0.717, 1.655, 0.779], [-1.848, 1.627, 0.034], [0.328, 0.730, 0.697], [-2.199, 0.622, -0.956], [-0.070, -0.283, -0.122], [1.574, 0.809, 1.574], [1.659, -3.494, -2.066], [-3.141, 0.627, -1.774], [1.510, -1.842, -0.153], [0.727, -2.875, -0.951], [-1.123, -0.808, -1.313], [-0.716, 2.583, 1.453], [-2.615, 2.517, 0.130], [1.952, 1.730, 1.443], [2.326, -0.061, 1.261], [1.266, 0.661, 2.506], [1.088, -4.196, -2.541]], "gap_ev": 6.98, "charge": -1, "e_lumo_ev": 3.1, "homo_energy_ev": -3.89, "total_energy_ha": -1120.1086}

=====

[4]
{"formula": "C24H50BrINO4", "method": "ωB97M-V with the def2-TZVPD basis set", "species": ["C", "C", "C", "C", "C", "C", "C", "C", "C", "C", "C", "C", "C", "N", "C", "C", "O", "I", "C", "Br", "C", "C", "H", "H", "H", "H", "H", "H", "H", "H", "H", "H", "H", "H", "H", "H", "H", "H", "H", "H", "H", "H", "H", "H", "H", "H", "H", "H", "H", "H", "H", "H", "H", "H", "H", "H", "H", "H", "C", "O", "C", "C", "O", "C", "C", "O", "C", "H", "H", "H", "H", "H", "H", "H", "H", "H", "H", "H", "H", "H", "H"], "positions_angstrom": [[11.200, -1.772, -0.670], [10.335, -0.469, -1.239], [8.872, -0.309, -0.445], [8.011, 0.981, -0.985], [6.372, 0.767, -0.926], [5.705, 2.192, -0.445], [4.221, 2.489, -1.137], [3.076, 1.375, -0.673], [2.447, 1.716, 0.839], [0.809, 1.607, 0.880], [0.260, 0.147, 1.483], [-1.346, -0.064, 1.235], [-1.749, -1.386, 0.355], [-0.925, -1.605, -0.894], [-1.340, -2.907, -1.551], [-0.791, -4.263, -0.812], [-1.252, -5.444, -1.308], [0.633, -4.374, 0.845], [-0.960, -0.472, -1.895], [0.741, -0.655, -3.007], [-2.230, -0.494, -2.931], [-2.457, 1.059, -3.509], [11.380, -1.713, 0.498], [10.601, -2.744, -0.938], [12.262, -1.778, -1.178], [11.024, 0.480, -1.024], [10.181, -0.547, -2.413], [8.273, -1.330, -0.530], [9.096, -0.174, 0.716], [8.322, 1.226, -2.096], [8.259, 1.931, -0.342], [6.145, -0.085, -0.154], [6.028, 0.414, -1.995], [6.437, 3.060, -0.791], [5.669, 2.223, 0.741], [4.283, 2.559, -2.319], [3.818, 3.556, -0.787], [2.191, 1.433, -1.458], [3.533, 0.287, -0.580], [2.900, 0.949, 1.618], [2.772, 2.815, 1.148], [0.292, 2.425, 1.578], [0.424, 1.824, -0.207], [0.940, -0.745, 1.146], [0.414, 0.242, 2.663], [-1.849, -0.215, 2.308], [-1.862, 0.922, 0.805], [-2.901, -1.345, 0.045], [-1.641, -2.322, 1.049], [0.076, -1.722, -0.600], [-1.013, -2.993, -2.692], [-2.528, -2.930, -1.532], [-0.904, 0.603, -1.436], [-3.211, -0.974, -2.510], [-1.891, -1.117, -3.884], [-1.505, 1.738, -3.280], [-2.569, 1.072, -4.697], [-3.441, 1.454, -3.011], [-8.644, -2.176, 0.503], [-7.887, -1.416, 1.432], [-6.537, -1.873, 1.527], [-5.646, -0.786, 2.133], [-5.251, 0.207, 1.179], [-6.267, 1.150, 0.811], [-6.538, 2.182, 1.906], [-7.419, 1.640, 2.894], [-7.423, 2.405, 4.087], [-8.665, -3.230, 0.793], [-9.666, -1.788, 0.496], [-8.227, -2.066, -0.504], [-6.157, -2.146, 0.535], [-6.531, -2.756, 2.174], [-4.714, -1.258, 2.463], [-6.100, -0.329, 3.016], [-7.179, 0.644, 0.488], [-5.869, 1.679, -0.061], [-7.030, 3.059, 1.471], [-5.595, 2.484, 2.371], [-6.429, 2.398, 4.545], [-8.128, 1.949, 4.786], [-7.738, 3.431, 3.886]], "gap_ev": 7.70, "charge": 1, "e_lumo_ev": -3.8, "homo_energy_ev": -11.47, "total_energy_ha": -4171.2459}